Record 1
C3H10OS | ωB97M-V/def2-TZVPD

The orbital gap comes out at 9.75 eV. The calculation puts the LUMO energy at 0.7 eV. Its total charge is 0. Its spin multiplicity is 1. As for the structure (SMILES): CCO.CS. Its total energy is -593.656722 Ha.

Geometry (Å):
C1 -1.96 -0.46 -1.73
C2 -1.30 0.74 -0.99
O1 0.08 1.02 -1.36
H1 -1.86 -0.22 -2.83
H2 -3.07 -0.43 -1.71
H3 -1.52 -1.39 -1.30
H4 -1.86 1.65 -1.30
H5 -1.33 0.51 0.09
H6 0.36 2.03 -1.43
C3 1.76 0.57 1.07
S1 0.70 -1.08 1.48
H7 1.14 1.44 1.41
H8 1.92 0.72 -0.03
H9 2.79 0.42 1.40
H10 0.57 -0.71 2.76

These are the Löwdin partial charges, in e, on atoms 1 to 5:
1. C -0.094
2. C -0.328
3. O -0.184
4. H 0.079
5. H 0.073

Record 2
C2H3NO3 | ωB97M-V/def2-TZVPD

The orbital gap comes out at 9.68 eV. The calculation puts the LUMO energy at -0.6 eV. Its total charge is 0. Its spin multiplicity is 1. As for the structure (SMILES): O=CC(=O)NO. Its total energy is -358.393988 Ha.

Geometry (Å):
O1 2.55 0.28 0.18
C1 1.57 -0.32 -0.17
C2 0.18 0.35 -0.09
O2 0.12 1.56 -0.10
N1 -0.98 -0.44 -0.04
O3 -2.24 0.16 0.02
H1 1.57 -1.44 -0.66
H2 -0.87 -1.27 0.66
H3 -1.90 1.12 0.19

These are the Löwdin partial charges, in e, on atoms 1 to 5:
1. O 0.094
2. C -0.170
3. C -0.427
4. O 0.090
5. N -0.043

Record 3
C7H7N | ωB97M-V/def2-TZVPD

The orbital gap (spin up / spin down) comes out at 8.61 / 8.61 eV. The calculation puts the LUMO energy (spin up / spin down) at 0.4 / 0.4 eV. Its total charge is 0. Its spin multiplicity is 1. Its total energy is -325.515807 Ha.

Geometry (Å):
C1 -1.57 -1.66 0.79
C2 -0.14 -1.68 0.98
C3 -1.79 -0.56 -0.02
C4 0.39 -0.71 0.22
C5 1.08 1.47 -0.88
C6 -0.21 1.23 -0.88
C7 1.99 0.92 -0.03
N1 -0.59 0.07 -0.31
H1 -2.20 -2.34 1.39
H2 0.51 -2.52 1.44
H3 -2.76 -0.25 -0.46
H4 1.51 2.33 -1.39
H5 -0.94 1.79 -1.54
H6 1.79 1.24 1.06
H7 2.94 0.66 -0.39

These are the Löwdin partial charges, in e, on atoms 1 to 5:
1. C -0.089
2. C -0.132
3. C -0.102
4. C -0.057
5. C -0.248

Record 4
C5H4N2O | ωB97M-V/def2-TZVPD

The orbital gap comes out at 9.71 eV. The calculation puts the LUMO energy at 0.4 eV. Its total charge is 0. Its spin multiplicity is 1. As for the structure (SMILES): C1=c2ocnc2=NC1. Its total energy is -377.619510 Ha.

Geometry (Å):
C1 0.00 -0.72 1.21
C2 0.67 -0.30 0.12
O1 1.85 -0.11 -0.48
C3 1.50 0.59 -1.62
N1 0.32 0.94 -1.86
C4 -0.33 0.38 -0.72
N2 -1.50 0.52 -0.19
C5 -1.40 -0.21 1.01
H1 0.37 -1.36 2.04
H2 2.31 0.77 -2.27
H3 -2.16 -0.97 0.94
H4 -1.63 0.48 1.83

These are the Löwdin partial charges, in e, on atoms 1 to 5:
1. C 0.037
2. C -0.235
3. O 0.093
4. C -0.156
5. N 0.189

Record 5
C3H6O2 | ωB97M-V/def2-TZVPD

The orbital gap comes out at 10.33 eV. The calculation puts the LUMO energy at 0.8 eV. Its total charge is 0. Its spin multiplicity is 1. As for the structure (SMILES): OC[C@@H]1CO1. Its total energy is -268.238488 Ha.

Geometry (Å):
O1 -0.11 0.84 -1.40
C1 0.56 -0.22 -1.01
C2 0.21 -0.79 0.35
C3 -1.17 -0.06 0.95
O2 0.45 0.16 1.32
H1 0.28 1.70 -1.11
H2 1.61 -0.50 -0.94
H3 0.40 -1.08 -1.62
H4 0.58 -1.94 0.61
H5 -1.64 -0.40 1.78
H6 -1.58 0.69 0.23

These are the Löwdin partial charges, in e, on atoms 1 to 5:
1. O -0.002
2. C -0.361
3. C -0.320
4. C 0.108
5. O -0.118

Record 6
C3H2FO3 | ωB97M-V/def2-TZVPD

The orbital gap (spin up / spin down) comes out at 7.46 / 7.41 eV. The calculation puts the LUMO energy (spin up / spin down) at 2.5 / 2.4 eV. Its total charge is -1. Its spin multiplicity is 1. Its total energy is -441.019091 Ha.

Geometry (Å):
C1 -1.45 0.59 1.41
C2 2.36 -1.08 -1.66
C3 -0.81 0.30 -0.02
O1 -1.93 -0.43 1.89
O2 -1.30 1.76 1.79
O3 0.18 -0.31 -0.29
F1 -1.49 0.98 -1.03
H1 2.06 -1.79 -0.96
H2 2.36 -0.01 -1.12

These are the Löwdin partial charges, in e, on atoms 1 to 5:
1. C -0.701
2. C 0.129
3. C -0.325
4. O -0.019
5. O -0.028

Relative energy (zero: lowest compared OMol25 entry of this formula, charge and spin) for every record listed, in sequence, given in kJ/mol: 158.6 356.2 375.1 116.9 437.8 463.0.